1.
62
Properties=species:S:1:pos:R:3 method="wB97M-V/def2-TZVPD" total_charge=-1 total_energy_ha=-3976.76941 lumo_energy_ev=1.95 homo_lumo_gap_ev=4.6 relative_energy_ev=0.731
Al 0.95 -2.05 -1.50
Cl 4.98 -2.23 3.23
C 4.29 -2.41 1.65
C 5.08 -2.30 0.52
Cl 6.78 -1.99 0.67
C 4.51 -2.43 -0.75
Cl 5.46 -2.26 -2.19
C 3.16 -2.65 -0.89
O 2.51 -2.68 -2.08
C 2.35 -2.79 0.27
O 1.04 -2.98 0.05
C 2.92 -2.65 1.52
Cl 1.88 -2.75 2.90
C 0.93 -0.22 -1.08
C 1.09 0.60 -0.17
C 1.25 1.54 0.85
C 2.52 2.23 0.97
C 3.45 2.21 -0.09
C 4.71 2.78 0.02
C 5.10 3.43 1.19
C 4.20 3.45 2.25
C 2.95 2.87 2.15
C 0.14 1.67 1.77
C -0.18 2.88 2.44
C -1.29 3.00 3.25
C -2.16 1.93 3.47
C -1.86 0.72 2.84
C -0.75 0.59 2.02
H 3.17 1.70 -1.01
H 5.39 2.73 -0.82
H 6.08 3.87 1.28
H 4.49 3.92 3.19
H 2.30 2.87 3.02
H 0.45 3.74 2.27
H -1.50 3.96 3.72
H -3.02 2.03 4.11
H -2.49 -0.14 3.02
H -0.51 -0.37 1.58
O -0.76 -2.23 -2.16
S -1.61 -1.35 -1.16
C -3.14 -2.26 -1.11
C -4.08 -1.82 -0.18
C -5.29 -2.49 -0.09
C -5.54 -3.58 -0.91
C -4.59 -4.01 -1.82
C -3.37 -3.35 -1.92
C -2.12 0.07 -2.07
C -2.56 -0.07 -3.38
C -2.96 1.07 -4.06
C -2.92 2.31 -3.43
C -2.47 2.42 -2.12
C -2.05 1.29 -1.43
H -3.87 -0.97 0.46
H -6.03 -2.16 0.62
H -6.49 -4.10 -0.83
H -4.78 -4.87 -2.44
H -2.60 -3.68 -2.61
H -2.57 -1.04 -3.86
H -3.30 0.99 -5.09
H -3.23 3.19 -3.97
H -2.41 3.39 -1.64
H -1.63 1.37 -0.43

---

2.
75
Properties=species:S:1:pos:R:3 method="wB97M-V/def2-TZVPD" total_charge=+3 total_energy_ha=-4458.05266 lumo_energy_ev="-11.01 / -11.00" homo_lumo_gap_ev="5.0 / 5.0" relative_energy_ev=0.000
W 0.56 -0.28 -0.75
C -0.98 -4.32 0.91
C -0.18 -3.20 0.74
N -0.65 -2.10 0.15
C -1.95 -2.11 -0.20
C -2.72 -3.26 -0.07
N -2.23 -4.36 0.47
C -2.48 -0.80 -0.62
C -3.78 -0.56 -0.98
C -4.20 0.75 -1.27
C -3.26 1.77 -1.06
C -1.98 1.46 -0.68
N -1.56 0.18 -0.53
C -0.96 2.43 -0.29
C -1.12 3.81 -0.25
N -0.17 4.61 0.21
C 0.94 4.04 0.66
C 1.14 2.67 0.60
N 0.19 1.87 0.12
C -5.56 1.04 -1.72
C -5.83 2.16 -2.49
C -7.13 2.39 -2.91
N -8.15 1.60 -2.59
C -7.90 0.54 -1.84
C -6.63 0.20 -1.39
H -0.59 -5.20 1.41
H 0.85 -3.18 1.07
H -3.75 -3.28 -0.39
H -4.48 -1.38 -1.06
H -3.56 2.80 -1.15
H -2.03 4.28 -0.59
H 1.71 4.69 1.07
H 2.07 2.22 0.94
H -5.04 2.83 -2.82
H -7.36 3.25 -3.53
H -8.75 -0.09 -1.59
H -6.51 -0.67 -0.75
Cl 2.67 4.93 -4.51
C 2.59 3.65 -3.40
C 3.69 3.42 -2.51
Cl 5.04 4.44 -2.57
C 3.65 2.39 -1.59
Cl 4.89 2.09 -0.45
C 2.51 1.59 -1.59
O 2.29 0.53 -0.80
C 1.45 1.80 -2.45
O 0.47 0.92 -2.27
C 1.46 2.84 -3.38
Cl 0.11 3.08 -4.39
O 0.49 -1.63 -2.22
N -0.72 -1.32 -2.76
C -0.98 -1.80 -3.91
C -0.03 -2.61 -4.63
N 0.77 -3.28 -5.10
C -2.29 -1.52 -4.42
N -3.37 -1.32 -4.78
C 3.02 -5.02 0.79
N 2.73 -4.72 -0.62
C 2.76 -5.67 -1.61
C 2.49 -5.04 -2.78
N 2.34 -3.71 -2.48
C 2.48 -3.51 -1.16
S 2.56 -2.00 -0.31
H 3.86 -5.71 0.83
H 2.15 -5.48 1.25
H 3.29 -4.10 1.31
H 2.97 -6.70 -1.40
H 2.41 -5.41 -3.79
H 2.16 -2.98 -3.15
C 1.48 -0.31 3.94
C 1.22 -0.30 2.51
N 1.01 -0.30 1.38
H 0.98 -1.17 4.39
H 1.10 0.61 4.37
H 2.56 -0.39 4.10